[1]
Here is a cluster of 12 separate species, C34H97N5O12 in total from OMol25. Energies are from ωB97M-V/def2-TZVPD.

Computed properties:
* HOMO-LUMO gap: 9.4 eV
* DFT total energy: -2530.0499 Ha
* 2S+1: 1
* energy above the lowest of the compared OMol25 structures with the same formula, charge and spin: 41.2 kcal/mol
* E_HOMO: -8.9504 eV
* LUMO level: 0.450 eV
* structure (SMILES): COC[C@H](C)N.COC[C@H](C)N.COC[C@H](C)N.COC[C@H](C)N.COC[C@H](C)N.CCO.CCO.CCO.CCO.CCO.CCO.CCO

Cartesian coordinates (Å):
H: 3.589 3.403 2.865
H: 1.360 -0.055 -5.039
H: -4.557 -1.321 -3.702
H: 0.669 0.131 -2.083
H: -5.018 1.684 1.280
H: 0.784 0.607 4.280
H: 1.623 -4.557 -0.231
C: 5.458 -1.470 0.729
O: 0.572 -0.599 -1.458
O: 0.473 1.218 -3.756
C: -5.195 0.676 0.905
C: -0.975 3.744 -2.063
C: -3.074 0.745 -2.776
H: 2.411 1.598 -3.995
H: 3.222 -4.137 -2.389
H: -3.021 3.050 -3.769
H: 3.445 2.467 -6.152
H: -3.369 2.602 -5.355
O: 0.307 -5.270 -2.654
C: 1.160 0.175 5.209
H: -2.522 -2.517 6.240
C: 5.273 -0.027 0.313
H: 4.627 0.182 -0.549
C: -1.906 -3.242 4.241
C: -0.563 -5.481 -1.584
N: -1.567 -2.656 2.943
N: 3.205 5.403 2.811
H: 0.609 -4.121 -4.271
H: -3.776 -2.639 -2.905
H: -1.443 -4.128 1.266
H: 2.122 -0.273 4.950
H: 1.500 2.087 6.097
C: -0.103 -4.187 -3.449
H: -3.211 -1.672 4.795
H: -1.020 3.241 -3.032
H: 6.276 -1.440 1.446
H: -2.135 -0.947 -3.475
H: -4.756 2.624 -4.226
H: 2.667 3.552 -7.224
H: -6.159 -4.586 4.224
H: 4.138 3.681 -1.489
C: 1.625 -0.487 -0.487
H: 1.145 4.155 3.670
H: -2.435 -0.067 0.292
O: -3.374 1.032 -4.121
C: 2.878 4.057 2.353
H: -1.121 -4.375 -3.814
C: 3.778 -3.219 -2.172
H: -3.236 2.551 2.714
H: -2.389 3.965 4.864
H: 0.140 -0.812 -3.923
H: -4.069 -1.258 0.922
H: 3.086 4.046 -5.558
H: 4.520 -1.899 1.084
H: -2.219 -2.015 -1.134
O: 5.164 -3.511 -2.255
H: 2.222 0.656 6.932
C: 2.675 3.249 -6.178
H: -2.379 -2.062 2.788
H: -1.820 -5.566 0.578
H: -2.686 3.116 -1.284
H: 4.057 5.676 2.335
H: -5.166 0.685 -0.187
H: 2.411 4.650 0.394
H: -2.466 2.268 5.095
H: 5.350 -4.014 -3.052
C: -0.479 -4.509 -0.404
H: 0.712 4.026 1.953
O: 0.218 0.938 7.301
C: 4.578 4.547 -0.988
O: -2.297 3.944 -1.579
C: -4.049 -1.591 -2.773
H: -0.510 4.721 -2.199
H: -2.150 3.991 2.660
H: -6.195 0.383 1.225
H: -4.961 -5.873 4.167
C: 1.441 3.739 2.709
H: 3.535 -2.878 -1.169
H: 1.369 2.650 2.762
N: -2.222 -1.014 -1.310
C: 1.319 2.674 -5.633
H: -0.064 3.871 -4.806
H: 1.885 -0.379 1.648
C: 0.377 0.030 -4.571
H: -5.287 -5.090 5.734
H: -4.162 -0.380 2.450
H: -0.928 2.940 4.711
H: -0.433 -3.499 -0.822
C: 3.339 -2.263 -3.287
C: -3.696 2.399 -4.331
H: -1.239 -0.741 -1.249
C: -2.807 -0.752 -2.632
H: 0.846 2.816 -1.292
N: 0.366 3.784 -5.721
H: 3.949 -2.554 -4.145
H: 2.462 6.072 2.662
C: 1.151 -0.761 0.938
H: -0.463 1.896 -0.953
O: 4.401 4.447 0.422
C: -5.223 -4.933 4.657
H: -0.336 3.541 -6.407
C: 1.330 1.073 6.462
O: 4.702 0.640 1.421
H: 1.038 1.900 -6.350
O: -4.246 -3.898 4.471
H: -3.901 1.065 -2.127
C: -2.343 -2.176 5.220
C: -2.975 -4.370 4.150
N: -1.709 -4.571 0.392
H: 3.925 5.369 -1.309
H: 5.617 4.786 -1.183
H: 0.522 -0.658 5.512
H: 2.908 2.981 0.382
H: -2.654 -5.234 4.747
H: 1.835 0.588 -0.431
H: 0.918 -5.877 0.612
H: -4.739 -1.363 -1.961
H: -0.205 -3.197 -2.989
H: 0.993 -4.213 1.328
C: 1.466 2.117 -4.201
C: -4.108 -0.259 1.364
H: -0.422 -6.522 -1.278
H: -1.005 -3.779 4.552
H: 4.704 1.576 1.190
O: -2.811 0.271 1.126
C: -2.252 2.945 2.973
H: -2.880 -4.812 3.147
C: 3.154 3.957 0.821
H: -1.561 -1.420 5.321
H: -1.742 1.569 1.729
H: 1.602 3.000 -3.568
H: -0.321 3.368 0.002
H: 0.977 -1.832 1.049
O: -1.263 2.218 2.276
H: 0.245 -0.201 1.175
H: 5.786 -2.099 -0.102
H: -2.203 1.299 -2.402
H: -0.357 0.005 -5.379
C: 0.790 -4.807 0.438
H: -0.176 1.751 7.616
H: 2.303 -2.353 -3.614
H: 3.539 -1.216 -3.053
H: -1.583 -5.425 -1.994
C: -0.199 2.960 -0.996
H: 6.279 0.305 0.028
H: 2.539 -1.008 -0.767
C: -1.988 3.030 4.470
H: -0.788 -2.048 3.177

=====

[2]
Here is a cluster of 14 separate species, C34H99N3O25 in total from OMol25. Energies are from ωB97M-V/def2-TZVPD.

Computed properties:
* HOMO-LUMO gap (spin up / spin down): 1.4 / 9.1 eV
* <S²>: 0.750
* DFT total energy: -3399.7155 Ha
* 2S+1: 2
* energy above the lowest of the compared OMol25 structures with the same formula, charge and spin: 0.0 kcal/mol
* E_HOMO (spin up / spin down): 0.4304 / -7.4242 eV
* LUMO level (spin up / spin down): 1.807 / 1.721 eV
* charge: -1

Cartesian coordinates (Å):
H: -1.943 2.374 1.057
H: -3.979 3.326 -6.073
H: 2.150 3.935 1.766
H: -4.006 -1.258 4.202
H: -0.715 -2.793 -2.277
O: -0.506 -1.008 4.461
H: 4.570 -4.291 -4.125
C: 0.801 -4.906 -0.281
O: 1.860 4.888 -3.856
H: -2.882 0.869 -0.514
H: -2.246 -2.866 -5.449
H: 4.977 -1.843 -3.699
H: 3.937 4.569 -2.175
O: -5.362 4.013 -4.697
C: -6.398 4.304 -5.679
O: 0.713 1.450 -1.129
C: -0.288 3.242 5.259
O: 2.936 -1.914 6.405
H: -6.789 2.214 0.259
H: -2.923 -4.460 -5.127
O: -5.507 -0.715 2.919
H: -6.326 3.781 0.799
H: -7.388 4.195 -5.237
H: -1.650 3.144 3.715
H: 0.076 -2.188 -4.705
H: -0.090 -0.076 -3.996
H: 1.603 -4.266 0.088
H: -1.884 -2.760 -0.055
O: 0.526 -1.523 -5.231
O: -4.760 2.392 0.401
H: -2.216 1.167 -4.496
O: 4.716 4.737 0.930
O: 2.035 -1.577 3.577
H: 1.012 -5.949 -0.045
H: 0.585 3.736 4.831
H: 2.070 4.027 -4.227
C: 3.746 -3.596 -3.965
O: 5.070 -0.519 -0.683
C: -4.413 2.991 -5.130
H: 2.479 -5.106 -3.600
H: -4.123 1.011 -3.330
H: -6.294 5.344 -5.988
H: 0.634 -0.642 -1.324
H: -1.452 4.724 0.122
C: 6.358 -0.181 1.374
H: 5.654 4.737 0.726
H: 7.028 -0.600 2.125
C: -1.230 3.757 -0.330
O: -0.347 -5.751 2.155
H: -0.243 3.442 0.007
O: -0.127 1.633 3.441
H: -6.095 3.347 -0.913
H: 5.468 0.279 1.803
C: 4.487 3.700 1.866
C: 0.859 -0.505 -4.319
H: 2.105 -0.159 -0.707
O: -3.223 -1.572 1.057
C: 5.929 -1.144 0.363
H: -4.063 -1.428 0.615
H: 2.950 -3.363 3.272
H: -0.858 4.084 5.651
H: -4.434 -2.460 3.101
H: 3.500 -3.792 5.599
H: 5.034 2.803 1.575
H: -2.545 -0.073 6.123
N: -1.023 -3.161 -0.400
C: 4.161 -2.340 -3.174
O: 2.764 -0.039 -5.687
O: 2.694 2.240 2.890
H: -1.718 2.878 -4.943
H: -0.529 0.275 0.782
H: 4.755 -1.277 -1.181
H: -2.594 -3.284 -2.965
C: -1.814 -0.754 6.557
H: 2.199 -0.804 -5.822
H: 0.811 4.190 -2.333
H: 1.416 1.274 -5.468
H: 0.418 2.731 7.058
H: -1.587 -4.100 2.091
H: 1.355 -1.025 -3.500
H: 1.640 5.798 -2.057
H: 3.992 -3.617 -1.700
H: -0.157 -7.024 3.768
C: 2.781 -2.987 5.446
H: 2.406 -1.126 6.265
H: 0.752 -5.014 -1.365
H: -3.657 4.025 0.975
H: 1.775 -3.392 5.562
C: -1.762 -3.803 -3.443
C: 1.056 0.134 -0.686
H: 6.820 -1.562 -0.105
N: -4.208 1.977 -3.049
H: -3.172 0.147 2.057
H: -0.311 0.702 3.585
H: 1.341 -1.401 1.988
H: -1.500 -4.783 -3.043
C: -6.033 2.986 0.113
C: -1.183 -1.698 5.491
H: 3.405 -1.609 -2.889
O: 2.850 -4.315 -3.201
H: -0.242 1.512 -1.200
H: 3.233 -3.365 -4.898
O: -0.663 -2.982 -3.216
H: 1.756 2.043 2.844
C: -2.034 -3.840 -5.008
H: 6.605 1.384 0.236
H: -0.807 -5.167 -5.404
C: 2.987 3.245 1.873
H: 4.960 4.006 2.799
H: -1.598 1.664 4.731
H: -3.795 3.733 -0.782
H: -1.461 -4.957 -0.144
H: 2.273 1.312 -4.048
H: 2.897 4.095 -0.828
C: -1.007 2.413 4.205
H: -4.882 2.045 -5.402
H: -1.252 3.870 -1.414
O: 7.122 0.887 0.873
C: -3.174 -0.922 2.273
O: 4.527 -2.847 -1.903
H: -0.561 -5.351 4.230
C: 1.901 0.588 -4.773
C: -0.626 -4.445 1.709
H: 2.188 -0.799 4.119
C: 1.716 4.786 -2.455
H: -5.563 0.027 3.526
O: 2.959 2.762 -2.313
H: -0.477 -2.340 6.018
C: -4.293 -1.380 3.157
C: 2.984 4.109 -1.915
C: -0.574 -4.401 0.160
H: -1.989 -2.291 5.059
O: -0.879 -0.009 7.355
H: -5.192 2.192 -2.970
C: -2.324 2.646 0.072
C: -0.006 -5.972 3.527
H: 1.062 0.706 1.380
N: -2.253 1.547 -0.919
C: -2.164 2.215 -4.202
H: -2.178 -1.120 2.668
H: 0.169 -1.570 4.073
O: 0.716 -1.367 1.260
H: -0.315 -2.522 -0.067
C: 0.526 0.005 0.740
C: -3.696 3.263 0.196
H: -1.594 2.302 -3.278
H: 3.943 -2.069 3.837
H: -6.413 3.773 -6.630
O: 0.073 2.319 6.263
H: 2.834 2.708 0.937
O: -1.086 -4.378 -5.875
H: 5.395 -1.868 0.979
H: -2.769 1.968 -1.678
C: -3.512 2.860 -3.932
H: 0.099 -3.699 2.033
H: -0.676 0.799 6.878
H: -2.475 -1.355 7.183
H: 2.160 2.450 -1.883
H: -3.269 3.852 -3.551
C: 2.961 -2.523 3.966
H: 1.050 -5.720 3.629

=====

F_max (eV/Å)
2.25 3.48